[1]
{
  "formula": "C4H8O2",
  "method": "wB97M-V/def2-TZVPD",
  "de_lowest_kcal_mol": 35.7,
  "smiles": "CO[C@@H](C)C=O",
  "lumo_ev": 0.9,
  "total_charge": 0,
  "e_tot_ev": -8371.734,
  "homo_energy_ha": -0.3665,
  "multiplicity": 1,
  "species": ["C", "O", "C", "C", "C", "O", "H", "H", "H", "H", "H", "H", "H", "H"],
  "positions_angstrom": [[1.814, -0.363, -0.594], [1.012, 0.133, 0.451], [-0.314, 0.412, 0.062], [-1.162, -0.830, -0.171], [-0.878, 1.283, 1.174], [-2.046, 1.340, 1.472], [2.791, -0.589, -0.164], [1.401, -1.286, -1.026], [1.937, 0.381, -1.399], [-0.302, 1.044, -0.848], [-0.973, -1.288, -1.143], [-0.946, -1.561, 0.613], [-2.222, -0.569, -0.121], [-0.113, 1.894, 1.693]]
}


[2]
{
  "formula": "C4H8O2",
  "method": "wB97M-V/def2-TZVPD",
  "de_lowest_kcal_mol": 66.7,
  "lumo_ev": 0.9,
  "total_charge": 0,
  "e_tot_ev": -8370.388,
  "homo_energy_ha": -0.3489,
  "multiplicity": 1,
  "species": ["C", "C", "O", "C", "C", "O", "H", "H", "H", "H", "H", "H", "H", "H"],
  "positions_angstrom": [[-1.300, 0.920, 0.642], [0.147, 0.781, -0.290], [1.379, 0.750, 0.424], [1.504, -0.670, 0.210], [0.445, -0.603, -0.913], [-0.600, -1.518, -0.963], [-1.266, 0.201, 1.456], [-1.422, 1.929, 1.104], [-2.230, 0.766, 0.047], [-0.179, 1.704, -0.727], [1.170, -1.234, 1.092], [2.529, -0.964, -0.043], [0.909, -0.635, -1.907], [-1.086, -1.426, -0.132]]
}


[3]
{
  "formula": "C4H8O2",
  "method": "wB97M-V/def2-TZVPD",
  "de_lowest_kcal_mol": 102.9,
  "smiles": "C=C[C@@]1(O)CO1.[H][H]",
  "lumo_ev": 0.8,
  "total_charge": 0,
  "e_tot_ev": -8368.822,
  "homo_energy_ha": -0.3353,
  "multiplicity": 1,
  "species": ["C", "C", "C", "O", "C", "O", "H", "H", "H", "H", "H", "H", "H", "H"],
  "positions_angstrom": [[-0.545, -0.790, 1.643], [-0.175, 0.245, 0.908], [0.359, 0.016, -0.448], [-0.182, -1.028, -1.152], [1.329, 0.911, -1.050], [1.773, 0.025, -0.046], [-0.540, -1.791, 1.219], [-0.895, -0.647, 2.654], [-0.128, 1.267, 1.269], [0.291, -1.122, -1.990], [1.747, 0.589, -2.000], [1.340, 1.982, -0.870], [-2.169, -0.014, 0.252], [-2.203, 0.356, -0.390]]
}


[4]
{
  "formula": "C4H8O2",
  "method": "wB97M-V/def2-TZVPD",
  "de_lowest_kcal_mol": 43.0,
  "smiles": "C[C@H]1OC[C@H]1O",
  "lumo_ev": 0.9,
  "total_charge": 0,
  "e_tot_ev": -8371.417,
  "homo_energy_ha": -0.3628,
  "multiplicity": 1,
  "species": ["C", "C", "O", "C", "C", "O", "H", "H", "H", "H", "H", "H", "H", "H"],
  "positions_angstrom": [[-0.971, 1.065, -0.932], [0.345, 0.553, -0.431], [0.644, 0.963, 0.930], [0.888, -0.392, 1.322], [0.472, -0.927, -0.055], [-0.693, -1.697, -0.128], [-1.777, 0.787, -0.247], [-0.955, 2.157, -1.010], [-1.164, 0.635, -1.918], [1.162, 0.885, -1.098], [0.260, -0.740, 2.155], [1.937, -0.529, 1.603], [1.241, -1.477, -0.598], [-1.355, -1.273, 0.434]]
}


[5]
{
  "formula": "C4H8O2",
  "method": "wB97M-V/def2-TZVPD",
  "de_lowest_kcal_mol": 50.1,
  "lumo_ev": 1.0,
  "total_charge": 0,
  "e_tot_ev": -8371.110,
  "homo_energy_ha": -0.3612,
  "multiplicity": 1,
  "species": ["O", "C", "C", "C", "C", "O", "H", "H", "H", "H", "H", "H", "H", "H"],
  "positions_angstrom": [[0.901, -0.468, -2.067], [1.265, -0.695, -0.729], [0.144, -0.455, 0.288], [-0.084, 0.987, 0.727], [-1.552, 0.575, 0.688], [-1.225, -0.542, -0.169], [0.187, -1.083, -2.278], [1.716, -1.689, -0.583], [2.040, 0.047, -0.500], [0.272, -1.141, 1.140], [0.374, 1.325, 1.660], [0.164, 1.658, -0.101], [-2.291, 1.256, 0.255], [-1.908, 0.223, 1.668]]
}


[6]
{
  "formula": "C4H8O2",
  "method": "wB97M-V/def2-TZVPD",
  "de_lowest_kcal_mol": 116.5,
  "lumo_ev": 1.0,
  "total_charge": 0,
  "e_tot_ev": -8368.228,
  "homo_energy_ha": -0.3752,
  "multiplicity": 1,
  "species": ["C", "O", "C", "C", "C", "O", "H", "H", "H", "H", "H", "H", "H", "H"],
  "positions_angstrom": [[-2.371, 0.091, 0.229], [-1.231, -0.639, 0.070], [-0.135, 0.171, 0.094], [1.084, -0.651, -0.299], [2.430, -0.100, -0.170], [1.993, -1.119, 0.709], [-3.221, -0.601, 0.049], [-2.445, 0.595, 1.202], [-2.007, 1.179, -0.578], [0.002, 0.709, 1.043], [-0.733, 1.254, -0.677], [0.895, -1.403, -1.069], [2.542, 0.881, 0.292], [3.198, -0.367, -0.894]]
}


What did we get for orbital gap? Answer: 10.8815; 10.3852; 9.9152; 10.8120; 10.8638; 11.2282 eV, in the order shown.